Entry 1:
ORCA calculation (ωB97M-V/def2-TZVPD) on a cluster of 11 separate species, C16H45N11O23Si in total at a distorted geometry.

Properties
SMILES   C[Si](C)(C)OCCNC(=O)O.C[N+](=O)[O-].C[N+](=O)[O-].C[N+](=O)[O-].C[N+](=O)[O-].C[N+](=O)[O-].C[N+](=O)[O-].C[N+](=O)[O-].C[N+](=O)[O-].C[N+](=O)[O-].C[N+](=O)[O-]
M   787.68 g/mol
LUMO level   -0.006 Eh
Orbital gap   9.79 eV
Highest occupied orbital energy   -9.939 eV

```
! wB97M-V def2-TZVPD RIJCOSX def2/J DEFGRID3
* xyz 0 1
C 1.4771 -1.9005 4.3584
Si -0.3792 -2.0194 4.1406
C -0.9201 -0.6462 2.9680
C -1.1510 -1.7480 5.8173
O -0.6690 -3.5622 3.5598
C -1.4176 -3.6923 2.3823
C -0.4806 -3.6199 1.1924
N -1.0418 -2.8944 0.0357
C -0.4180 -1.7499 -0.3448
O -0.9939 -0.8714 -0.8994
O 0.9062 -1.7080 -0.0680
H 1.8683 -2.8479 4.6751
H 1.6947 -1.1713 5.0923
H 1.9619 -1.6176 3.4488
H -1.7807 -0.1732 3.3903
H -0.1637 0.0958 2.9300
H -1.2161 -0.9498 1.9846
H -0.5631 -2.2367 6.5613
H -1.1679 -0.6951 6.0058
H -2.1520 -2.1232 5.8309
H -2.2351 -2.9927 2.2994
H -1.8600 -4.6624 2.4065
H 0.4522 -3.2230 1.5205
H -0.2811 -4.6184 0.8820
H -1.9805 -2.6033 0.2464
H 0.9983 -0.9521 0.5137
C -3.7166 0.0313 -1.8391
N -5.1395 0.4634 -1.7843
O -5.6896 0.4578 -0.7015
O -5.6561 0.7983 -2.8273
H -3.3950 -0.2325 -0.8437
H -3.6559 -0.8147 -2.5009
H -3.1354 0.8635 -2.2248
C 3.8626 -1.5541 -1.0309
N 4.9891 -1.7514 -0.0744
O 5.6141 -2.7877 -0.1336
O 5.2051 -0.8525 0.7124
H 3.7880 -2.4262 -1.6603
H 2.9629 -1.4206 -0.4496
H 4.0831 -0.6686 -1.6174
C 0.8655 3.1973 4.3994
N 1.1713 2.1344 5.3946
O 1.7318 2.4344 6.4207
O 0.8350 1.0048 5.0888
H 1.2254 4.1432 4.7742
H 1.3655 2.9301 3.4764
H -0.2127 3.2149 4.2670
C 5.1798 1.9826 4.2672
N 4.0791 2.7090 3.5808
O 3.6524 2.2631 2.5388
O 3.6595 3.7189 4.1144
H 5.4371 1.1132 3.6756
H 6.0170 2.6663 4.3483
H 4.8188 1.6964 5.2503
C -3.4722 -4.3600 -2.6767
N -4.5784 -3.5964 -3.3180
O -5.0745 -4.0349 -4.3369
O -4.9311 -2.5657 -2.7808
H -3.2799 -5.2437 -3.2700
H -2.6015 -3.7105 -2.6449
H -3.7977 -4.6194 -1.6747
C 7.6062 5.8394 4.7190
N 7.9158 4.7870 5.7273
O 8.5119 5.1114 6.7243
O 7.5382 3.6602 5.4711
H 7.9975 6.7815 5.0785
H 8.0785 5.5455 3.7877
H 6.5269 5.8754 4.6098
C -5.7271 -1.4262 -6.4481
N -4.3676 -0.9755 -6.8243
O -4.0746 -0.9153 -7.9950
O -3.6193 -0.7265 -5.9065
H -6.2913 -1.6366 -7.3475
H -5.5736 -2.3232 -5.8574
H -6.1959 -0.6421 -5.8628
C -0.2240 -1.7632 -6.4301
N 0.1823 -2.6610 -5.3168
O 1.3615 -2.8200 -5.1148
O -0.7053 -3.1819 -4.6733
H 0.6604 -1.3718 -6.9113
H -0.8169 -2.3563 -7.1184
H -0.8194 -0.9673 -5.9982
C -0.4376 2.8092 -5.8813
N 0.7637 2.0985 -6.3998
O 0.5797 1.1121 -7.0826
O 1.8425 2.5544 -6.1061
H -1.3202 2.2859 -6.2279
H -0.3737 2.8047 -4.8001
H -0.4036 3.8231 -6.2650
C -3.3692 3.8962 -0.1854
N -1.9349 3.5793 0.0627
O -1.1839 3.5686 -0.8890
O -1.6136 3.3552 1.2069
H -3.5073 4.0748 -1.2436
H -3.9589 3.0463 0.1454
H -3.6117 4.7822 0.3912
*
```



Entry 2:
ORCA calculation (ωB97M-V/def2-TZVPD) on a cluster of 8 separate species, C16H46B3NO12 in total at a distorted geometry.

Properties
SMILES   CC(=O)OCCCCB1OBOB(N=C(C)C)O1.CO.CO.CO.CO.CO.CO.CO
Energy relative to the best compared isomer or geometry (same formula, charge and spin)   0.0 kJ/mol
M   476.98 g/mol
LUMO level   0.018 Eh
Orbital gap   9.58 eV
Highest occupied orbital energy   -9.099 eV

```
! wB97M-V def2-TZVPD RIJCOSX def2/J DEFGRID3
* xyz 0 1
C -1.9006 -1.0670 0.1324
C -1.0320 -2.2023 0.6140
O -1.2848 -2.8606 1.5786
O 0.0846 -2.4642 -0.1302
C 1.0164 -1.3774 -0.3281
C 1.4213 -0.6596 0.9598
C 0.9842 0.8177 1.0503
C 0.4717 1.2116 2.4584
B 0.7055 2.7301 2.7690
O 1.8028 3.1750 3.4966
B 1.3954 3.8896 4.6212
O 0.3118 4.7167 4.5117
B -0.6924 4.3252 3.5950
N -2.0414 4.4652 3.8617
C -3.0731 3.8027 3.5536
C -3.5148 2.6497 4.4030
C -3.8975 4.1171 2.3383
O -0.2168 3.7100 2.4172
H -2.9413 -1.3595 0.2520
H -1.7298 -0.2112 0.7891
H -1.6944 -0.7663 -0.8916
H 0.6337 -0.6816 -1.0805
H 1.8827 -1.8533 -0.7801
H 1.0919 -1.2221 1.8358
H 2.5123 -0.6673 0.9821
H 1.8381 1.4497 0.7985
H 0.2032 1.0177 0.3138
H -0.5964 0.9905 2.5382
H 1.0215 0.6243 3.1975
H 1.9532 3.7192 5.6591
H -4.5981 2.6396 4.5328
H -3.0147 2.7033 5.3663
H -3.2426 1.7092 3.9129
H -4.9635 3.9763 2.5194
H -3.7172 5.1427 2.0253
H -3.5831 3.4421 1.5375
C -0.5988 3.0899 7.5328
O -0.8375 1.9881 6.6582
H -0.3326 3.9425 6.9139
H -1.4912 3.3384 8.1147
H 0.2276 2.8817 8.2161
H -1.0684 1.2217 7.1900
C 0.6021 -6.0646 -0.9034
O 0.9618 -4.7970 -1.4345
H 1.2976 -6.8000 -1.3057
H 0.6749 -6.0767 0.1869
H -0.4128 -6.3516 -1.1923
H 0.3491 -4.1345 -1.0886
C 1.1530 -5.6553 -4.8810
O 1.9814 -4.7863 -4.1347
H 1.1921 -5.3360 -5.9221
H 1.5027 -6.6908 -4.8276
H 0.1137 -5.6026 -4.5417
H 1.9475 -5.0634 -3.2088
C -0.7279 6.8653 8.8617
O 0.4315 6.0483 8.7784
H -1.0228 7.1004 7.8416
H -1.5554 6.3469 9.3549
H -0.5284 7.7995 9.3935
H 0.7080 5.8301 9.6727
C 1.2961 -4.3272 -8.9607
O 2.1213 -3.4735 -8.1748
H 1.3499 -3.9851 -9.9908
H 1.6479 -5.3615 -8.9119
H 0.2568 -4.2739 -8.6264
H 2.0746 -3.7692 -7.2606
C 2.7564 -1.2057 -3.7973
O 2.6110 0.0261 -3.0904
H 1.9640 -1.8708 -3.4618
H 2.6576 -1.0638 -4.8760
H 3.7182 -1.6795 -3.5878
H 3.3085 0.6205 -3.3794
C -0.4606 -1.1661 -10.8401
O -0.4154 -2.3176 -11.6788
H -1.3784 -1.2094 -10.2597
H 0.3933 -1.1462 -10.1580
H -0.4639 -0.2554 -11.4448
H 0.3993 -2.2686 -12.1863
*
```



Entry 3:
ORCA calculation (ωB97M-V/def2-TZVPD) on a cluster of 5 separate species, C16H46N4O5 in total at a distorted geometry.

Properties
Energy relative to the best compared isomer or geometry (same formula, charge and spin)   1106.6 kJ/mol
M   374.57 g/mol
LUMO level   0.008 Eh
Orbital gap   8.12 eV
Highest occupied orbital energy   -7.894 eV

```
! wB97M-V def2-TZVPD RIJCOSX def2/J DEFGRID3
* xyz 0 1
C 4.5913 1.5747 0.7224
C 3.1933 1.0727 0.2674
C 3.2863 0.4767 -1.2266
O 3.8173 1.5627 -1.8706
C 3.5033 1.3767 -3.3216
N 2.6123 -0.0073 1.1294
H 2.7063 0.2317 2.0614
H 1.7593 -0.0383 0.7714
H 3.0723 -1.0193 1.1644
H 4.5023 2.5067 0.5384
H 5.4323 0.9357 0.6154
H 4.3623 1.6167 1.7524
H 2.4833 1.8257 -0.0396
H 2.2183 0.6457 -1.5306
H 3.8123 -0.4023 -1.1196
H 3.5773 0.3327 -3.7666
H 4.1823 2.0787 -4.1586
H 2.5893 1.6347 -3.4976
O 0.1993 -0.6393 0.3614
H -0.1437 0.0997 -0.2156
C -4.4957 -2.4083 -0.4676
C -3.2037 -1.4943 -0.2206
C -3.5247 -0.2973 0.6094
O -4.6697 0.4037 0.2464
C -5.2597 1.2507 1.2284
N -2.0837 -2.3113 0.3594
H -5.0867 -2.6253 0.3964
H -4.1527 -3.2723 -1.1166
H -5.0837 -1.7723 -0.9786
H -2.8007 -1.1973 -1.2346
H -2.6897 0.3137 0.2784
H -3.6027 -0.4733 1.7124
H -4.6307 2.0137 1.3004
H -5.2937 0.6817 2.2414
H -6.0277 1.9057 0.9784
H -1.1247 -1.7893 0.3204
H -2.2417 -2.5323 1.3364
C -0.7437 1.4257 5.0534
C -0.9267 1.0227 3.5404
C -0.6787 2.2797 2.6674
O -1.8047 3.2127 3.0464
C -1.6367 4.4017 2.3654
N 0.0323 0.0637 3.2664
H 0.0913 1.9847 5.3964
H -0.8797 0.4227 5.5884
H -1.5857 1.9427 5.4384
H -1.9087 0.5557 3.5824
H -0.6627 1.8397 1.6834
H 0.1583 2.7527 2.8194
H -2.0117 4.3727 1.3444
H -0.5817 4.8157 2.7174
H -2.3207 5.3707 2.7674
H -0.2487 0.0457 2.2224
H -0.2707 -0.8923 3.6094
C 2.1603 -4.0333 -3.0296
C 1.8263 -2.6363 -2.4376
C 0.6283 -1.9163 -3.0416
O 1.0553 -1.7003 -4.3616
C 0.4273 -0.5753 -4.9416
N 1.5953 -2.8263 -0.9576
H 2.6273 -3.7153 -4.0356
H 1.2023 -4.6583 -3.0566
H 2.7833 -4.3703 -2.1916
H 2.7933 -1.9973 -2.4136
H 0.2363 -1.0643 -2.3206
H -0.2757 -2.4713 -3.2496
H 0.7773 -0.5033 -5.9916
H 0.8903 0.4117 -4.6566
H -0.6307 -0.3733 -4.8016
H 1.1673 -2.0373 -0.4936
H 0.9293 -3.4113 -0.7516
*
```



Entry 4:
ORCA calculation (ωB97M-V/def2-TZVPD) on a cluster of 10 separate species, C16H47N5O21S3 in total at a distorted geometry.

Properties
SMILES   CCOS(C)(=O)=O.CCOS(C)(=O)=O.CCOS(C)(=O)=O.C[N+](=O)[O-].C[N+](=O)[O-].C[N+](=O)[O-].C[N+](=O)[O-].C[N+](=O)[O-].CO.CO
M   741.77 g/mol
LUMO level   -0.002 Eh
Orbital gap   10.38 eV
Highest occupied orbital energy   -10.449 eV

```
! wB97M-V def2-TZVPD RIJCOSX def2/J DEFGRID3
* xyz 0 1
C -10.5451 -8.2849 26.4412
C -9.3972 -8.8652 25.6061
O -8.9584 -9.9936 26.2675
S -8.1868 -11.1501 25.3315
C -6.5768 -10.2758 25.1108
O -7.9881 -12.3927 26.0757
O -8.8001 -11.1821 24.0033
H -10.1109 -7.8650 27.3485
H -11.3554 -8.9822 26.6541
H -11.1036 -7.5400 25.8744
H -9.7795 -9.0643 24.6049
H -8.5834 -8.1434 25.5379
H -6.2553 -9.8243 26.0494
H -6.6357 -9.5008 24.3467
H -5.9330 -11.0716 24.7362
C 7.9850 -14.3706 24.6371
C 8.9957 -13.4801 25.4379
O 9.3184 -14.0750 26.7330
S 10.5374 -15.2181 26.8256
C 11.9546 -13.8864 27.0786
O 10.2734 -15.9735 28.0039
O 10.7300 -15.8670 25.5124
H 8.3805 -15.2010 24.0522
H 7.5136 -13.6523 23.9663
H 7.1663 -14.5115 25.3428
H 9.8974 -13.3832 24.8333
H 8.6999 -12.4448 25.6073
H 11.7715 -13.5054 28.0833
H 11.9157 -13.0381 26.3952
H 12.9076 -14.4152 27.0959
C 4.0497 -5.3687 27.2524
C 3.4534 -5.1227 25.8993
O 4.1055 -3.9226 25.5435
S 4.0540 -3.4580 23.9280
C 5.4394 -4.3829 23.3317
O 2.8523 -3.9962 23.2679
O 4.4175 -2.0656 23.8952
H 3.7373 -4.7292 28.0780
H 5.1369 -5.3168 27.1949
H 3.6964 -6.3736 27.4835
H 3.6575 -5.9213 25.1861
H 2.4025 -4.8354 25.8653
H 5.4530 -5.4010 23.7208
H 6.3544 -3.8768 23.6394
H 5.4629 -4.5313 22.2521
C -5.0924 -11.5177 19.0912
N -4.4623 -10.2651 18.5935
O -4.7793 -9.1609 19.0422
O -3.6034 -10.4771 17.7290
H -6.1577 -11.4380 19.3079
H -4.4608 -11.8273 19.9239
H -4.9185 -12.2755 18.3273
C 3.2811 -14.4404 18.7927
N 2.9734 -15.2785 19.9931
O 1.8857 -15.1955 20.5345
O 3.8524 -16.0440 20.3779
H 2.4107 -14.2392 18.1681
H 4.1152 -14.8539 18.2258
H 3.5809 -13.5249 19.3026
C -2.3848 -11.8620 30.7279
N -1.4951 -10.8669 30.0571
O -1.7525 -10.4528 28.9260
O -0.4748 -10.6042 30.6905
H -2.5758 -11.5280 31.7477
H -1.8816 -12.8232 30.6231
H -3.3204 -11.8981 30.1697
C -3.4225 -17.0499 27.2565
N -3.0783 -16.0376 26.2224
O -2.3256 -15.1046 26.4665
O -3.5939 -16.1675 25.1378
H -2.7469 -16.9593 28.1070
H -3.3843 -18.0807 26.9042
H -4.4950 -16.8676 27.3242
C 1.4003 -11.0764 23.4642
N 0.6150 -10.4505 22.3627
O 1.2355 -10.1357 21.3162
O -0.5759 -10.1471 22.5657
H 1.4462 -10.3966 24.3150
H 2.4295 -11.3069 23.1888
H 0.8802 -12.0258 23.5920
C 6.1412 -8.8685 19.0433
O 6.4719 -9.4281 20.2962
H 6.2481 -9.5923 18.2353
H 5.0826 -8.6163 18.9806
H 6.7452 -7.9831 18.8449
H 7.4246 -9.5466 20.2893
C -3.1405 -5.7520 24.1980
O -4.4075 -5.5906 24.8959
H -2.5519 -6.4428 24.8017
H -3.2750 -6.2659 23.2462
H -2.5347 -4.8657 24.0095
H -4.9279 -5.0678 24.2816
*
```



Entry 5:
ORCA calculation (ωB97M-V/def2-TZVPD) on a structure of composition C16H48FeO24S3V2 at a distorted geometry.

Properties
M   878.47 g/mol
LUMO level (alpha / beta)   0.054 / 0.043 Eh
Orbital gap (alpha / beta)   8.48 / 8.11 eV
Highest occupied orbital energy (alpha / beta)   -7.015 / -6.946 eV

```
! wB97M-V def2-TZVPD RIJCOSX def2/J DEFGRID3
* xyz -1 6
Fe 2.0523 -0.8079 -2.1870
O 4.5416 1.7405 1.0947
V 4.5593 0.6112 -0.0400
O 5.0087 -0.7535 0.6532
O 0.0269 4.8604 -0.1620
V 0.5349 3.4184 0.3061
O 1.6686 3.6508 1.3853
S 2.6372 2.3696 -2.2353
O 2.9907 3.0727 -3.4192
O 1.7079 3.1603 -1.3994
O 1.9607 1.0471 -2.5942
O 3.8295 1.9708 -1.4167
S 4.5549 -0.8281 -3.3466
O 5.4857 -1.9233 -3.3930
O 4.0877 -0.5780 -1.8834
O 5.0527 0.3972 -3.8916
O 3.1556 -1.1967 -3.8557
S 0.9877 -0.0701 0.2472
O 0.4092 -0.6446 -1.0205
O 0.6019 -0.8725 1.4042
O 2.4355 -0.1004 -0.1528
O 0.5431 1.2995 0.4060
C -0.5843 -2.2523 -3.3196
O 0.5258 -1.4021 -3.5761
H -1.5253 -1.7616 -3.5679
H -0.5281 -3.1902 -3.8853
H -0.6013 -2.5155 -2.2653
H 0.3698 -0.9246 -4.3961
C -0.2362 -3.8461 3.0185
O -0.9088 -3.0686 2.0587
H -0.6359 -4.8623 2.9940
H 0.8357 -3.9124 2.7995
H -0.3431 -3.4641 4.0401
H -0.3446 -2.3089 1.8514
C -1.5005 -0.5295 3.6048
O -1.0460 0.4603 2.6880
H -0.6489 -1.0664 4.0309
H -2.0028 -0.0048 4.4158
H -2.1978 -1.2303 3.1405
H -0.4351 0.0706 2.0391
C 2.4240 0.1179 4.2344
O 2.0903 -1.1753 3.7767
H 1.6167 0.8473 4.0871
H 2.6326 0.0647 5.3037
H 3.3056 0.5157 3.7182
H 1.5743 -1.0722 2.9655
C 1.9626 -4.5770 -0.0440
C 2.8184 -3.4240 -0.4945
C 4.2492 -3.7993 -0.7801
O 2.2380 -2.8049 -1.6871
H 2.1185 -4.7938 1.0124
H 2.2250 -5.4967 -0.5845
H 0.9004 -4.3788 -0.1937
H 2.8411 -2.6680 0.2930
H 4.6586 -4.3721 0.0534
H 4.8464 -2.9125 -0.9645
H 4.2751 -4.4582 -1.6581
H 2.2885 -3.4621 -2.3912
C -1.2547 2.0886 -3.3034
C -1.7412 3.0656 -2.2402
C -3.2627 3.2000 -2.2617
O -1.3564 2.5771 -0.9400
H -1.8815 1.1881 -3.2843
H -0.2128 1.8150 -3.1460
H -1.3792 2.5358 -4.2940
H -1.2786 4.0436 -2.3407
H -3.6686 3.4519 -3.2432
H -3.5443 4.0123 -1.5835
H -3.7493 2.2937 -1.8937
H -1.6363 1.6530 -0.8327
C -2.0147 5.2547 2.1026
C -2.1787 3.7663 2.3313
C -3.3967 3.2237 1.6264
O -1.0012 3.0878 1.8647
H -2.7694 5.8036 2.6784
H -2.1760 5.5343 1.0614
H -1.0364 5.6224 2.4085
H -2.3068 3.5904 3.4052
H -3.3149 2.1379 1.5434
H -3.5018 3.6610 0.6361
H -4.3075 3.4411 2.1924
H -0.9904 2.1847 2.2324
C -3.9711 -1.7978 0.9383
C -3.0455 -1.2796 -0.1579
C -3.7790 -1.1317 -1.4687
O -2.5371 0.0235 0.1840
H -3.4015 -2.1195 1.8151
H -4.5198 -2.6834 0.6037
H -4.7102 -1.0523 1.2408
H -2.2354 -2.0127 -0.2624
H -4.3598 -2.0295 -1.6795
H -3.1085 -0.9382 -2.3071
H -4.4533 -0.2713 -1.4287
H -2.0088 -0.1048 0.9856
*
```